No. 1
Here is a molecular structure, C6H12BCl6F6Hg2O2P from the OMol25 dataset. Energies are from the ωB97M-V functional and the def2-TZVPD basis.

```
! RIJCOSX wB97M-V def2-TZVPD def2/J DEFGRID3
* xyz 2 1
Hg 2.7090 -1.9687 -0.9924
Hg -2.7110 -3.0901 -1.3570
B 0.7443 -3.8336 -1.9743
F 1.1876 -2.6125 -2.5791
F 1.2522 -4.9103 -2.6377
F 1.2599 -3.7570 -0.6684
F -0.6800 -3.8632 -1.9379
O -1.3903 -1.6251 -0.5764
P -0.4541 -0.5878 -0.0222
O 0.9933 -0.6586 -0.3019
F -0.6491 -0.4680 1.5041
F -1.0054 0.7836 -0.5001
Cl 0.2291 4.4055 -1.1172
C 0.2664 3.6127 0.4983
C 1.5503 2.8284 0.5825
Cl 1.7346 1.9379 2.1505
H -0.6553 3.0514 0.6074
H 0.2421 4.3961 1.2532
H 2.4177 3.4768 0.5083
H 1.6291 2.0810 -0.2035
Cl -3.7276 3.4122 -3.1541
C -3.2795 1.7128 -3.0567
C -4.3564 0.8649 -2.3612
Cl -3.9977 -0.8560 -2.4278
H -2.3642 1.6416 -2.4735
H -3.1449 1.3649 -4.0779
H -5.2971 1.0783 -2.8736
H -4.4861 1.2163 -1.3395
Cl 1.4789 -2.4624 4.7548
C 2.3140 -0.9670 4.2896
C 3.3509 -1.2489 3.2000
Cl 2.5466 -1.9408 1.7762
H 2.7917 -0.5496 5.1711
H 1.5869 -0.2686 3.8827
H 4.1446 -1.9227 3.5053
H 3.7698 -0.2736 2.9485
*
```

ΔE to the lowest compared entry with this formula, charge and spin: 0.000 eV
gap between HOMO and LUMO: 4.20 eV
energy: -4419.300215 hartree
LUMO: -0.409 Eh

=====

No. 2
Here is 2 unconnected molecules or ions with the total composition C6H12Br from the OMol25 dataset. Energies are from the ωB97M-V functional and the def2-TZVPD basis.

```
! RIJCOSX wB97M-V def2-TZVPD def2/J DEFGRID3
* xyz -1 1
C 0.5433 -1.3047 -0.3588
C 1.2885 -0.4320 0.6533
C -0.1254 -0.4465 -1.4348
C 0.3508 0.6015 1.2810
C -1.0631 0.5870 -0.8071
C -0.3179 1.4596 0.2051
H -0.2360 -1.8839 0.1729
H 1.2401 -2.0272 -0.8256
H 2.1093 0.0983 0.1333
H 1.7419 -1.0639 1.4411
H -0.6843 -1.0888 -2.1423
H 0.6588 0.0834 -2.0089
H 0.9097 1.2438 1.9885
H -0.4334 0.0716 1.8552
H -1.8839 0.0567 -0.2870
H -1.5165 1.2189 -1.5948
H -1.0147 2.1822 0.6718
H 0.4614 2.0389 -0.3266
Br -2.0286 -1.3949 1.3838
*
```

gap between HOMO and LUMO: 7.46 eV
energy: -2809.895608 hartree
LUMO: 0.150 Eh

=====

No. 3
Here is a gas-phase ion, C6H12Br2N (charge -1) from the OMol25 dataset. Energies are from the ωB97M-V functional and the def2-TZVPD basis.

```
! RIJCOSX wB97M-V def2-TZVPD def2/J DEFGRID3
* xyz -1 1
C -2.7870 1.9557 0.1037
C -1.4856 1.3683 -0.4375
C -0.2975 1.0557 0.5159
Br -0.7679 1.5077 2.4151
N 0.1855 -0.2351 0.4860
C 1.0321 -0.3906 -0.6388
C 1.8737 -1.6776 -0.5336
C 1.8845 -2.3185 0.8364
Br 1.2511 -3.0342 -1.8414
H -2.6648 2.9991 0.3897
H -3.5512 1.9238 -0.6782
H -3.1608 1.3925 0.9526
H -1.7170 0.4407 -0.9612
H -1.1060 2.0665 -1.1901
H 0.4995 1.7988 0.2861
H 0.5059 -0.4270 -1.6129
H 1.7509 0.4643 -0.7384
H 2.8958 -1.4903 -0.8511
H 2.2602 -1.5894 1.5499
H 0.8787 -2.6057 1.1230
H 2.5200 -3.2047 0.8247
*
```

gap between HOMO and LUMO: 5.76 eV
energy: -5438.595712 hartree
LUMO: 0.121 Eh

=====

- Among the records above, which one has the highest gap between HOMO and LUMO?
  C6H12Br

=====

- What is the formula in the first record?
  C6H12BCl6F6Hg2O2P

=====

- Among the records above, which one has the lowest gap between HOMO and LUMO?
  C6H12BCl6F6Hg2O2P